Here is a structure of composition C43H46BBr2F4N11O7S3Sr from the OMol25 dataset. Energies are from wB97M-V/def2-TZVPD.

HOMO-LUMO gap = 5.7 eV
2S+1 = 1
E_HOMO = -2.770 eV
strongest force on any atom = 2.8 eV/Å
net charge = -2

Element x y z (Å)
Sr1 -0.197 -0.114 -1.463
Br1 2.548 1.230 -8.568
Br2 -1.988 -1.284 -6.341
S1 -3.839 4.199 0.642
S2 -0.050 -3.660 -1.903
S3 -4.251 2.174 3.192
F1 1.280 3.039 -1.925
F2 2.774 3.675 -0.288
F3 1.557 5.269 -1.418
F4 3.232 4.115 -2.497
O1 1.022 -4.835 3.351
O2 -3.946 1.278 4.295
O3 -4.387 -0.773 -1.898
O4 -5.615 2.124 2.718
O5 -2.242 -0.875 -1.239
O6 -0.582 -0.587 -3.737
O7 0.378 -2.320 -1.412
N1 1.164 -3.330 5.031
N2 -0.994 -1.687 1.229
N3 -3.347 7.746 5.171
N4 -3.121 1.097 -1.954
N5 2.264 0.003 1.912
N6 2.831 -1.907 -0.212
N7 -1.622 2.849 0.548
N8 -3.136 1.919 2.085
N9 3.150 -0.856 1.946
N10 -1.849 1.589 -2.299
N11 1.923 0.434 -3.345
C1 -1.811 -5.150 0.454
C2 -2.227 -1.425 3.255
C3 1.584 0.672 -7.009
C4 1.414 0.392 -4.599
C5 4.724 -3.009 -1.192
C6 -0.164 -2.509 1.850
C7 3.687 0.932 -1.757
C8 -2.243 -5.101 -1.009
C9 0.579 1.452 4.842
C10 3.604 -1.524 0.815
C11 3.882 1.478 -4.198
C12 -3.983 3.839 3.819
C13 3.405 1.432 -5.473
C14 -1.486 3.935 -0.279
C15 -2.010 -1.164 1.907
C16 3.396 -2.617 -1.178
C17 -4.863 5.951 4.540
C18 3.116 0.938 -3.139
C19 2.055 0.526 3.197
C20 2.873 1.024 5.413
C21 -2.487 5.616 4.408
C22 0.373 0.060 -7.184
C23 1.668 -5.436 -4.064
C24 -0.296 -2.841 3.194
C25 -1.861 -3.797 -1.701
C26 0.038 -3.529 -3.735
C27 3.093 0.537 4.142
C28 0.277 -4.886 -4.385
C29 0.681 -3.768 3.828
C30 -2.779 2.814 1.161
C31 -3.570 6.450 4.689
C32 -1.351 -2.272 3.907
C33 -0.343 -0.359 -6.067
C34 -3.270 -0.288 -1.696
C35 5.519 -2.623 -0.127
C36 0.818 1.059 3.534
C37 -2.548 4.767 -0.362
C38 2.144 0.848 -5.726
C39 -2.692 4.319 3.982
C40 0.092 -0.202 -4.736
C41 -5.064 4.654 4.097
C42 1.598 1.442 5.780
C43 4.963 -1.872 0.883
B1 2.212 4.034 -1.525
H1 1.405 1.780 6.791
H2 -1.732 1.656 -3.306
H3 3.689 1.089 6.124
H4 -2.458 8.132 4.895
H5 -4.108 8.388 5.021
H6 -2.646 5.672 -0.937
H7 4.836 1.938 -3.981
H8 3.932 1.955 -1.470
H9 -0.877 -3.055 -4.081
H10 -5.712 6.591 4.755
H11 -2.672 -0.509 1.353
H12 -0.028 -0.111 -8.174
H13 1.042 -2.369 5.303
H14 1.931 -3.842 5.431
H15 3.977 1.838 -6.296
H16 1.811 -6.423 -4.507
H17 0.873 -2.850 -3.920
H18 -2.304 -4.358 1.018
H19 -2.072 -6.108 0.907
H20 2.437 -4.770 -4.460
H21 -2.339 -3.722 -2.677
H22 -1.488 -2.516 4.955
H23 -0.485 -5.592 -4.039
H24 -3.329 -5.210 -1.067
H25 -1.693 2.500 -1.887
H26 6.563 -2.910 -0.087
H27 5.119 -3.612 -1.998
H28 5.554 -1.529 1.721
H29 -1.478 5.999 4.506
H30 -1.843 3.693 3.745
H31 -1.798 -5.948 -1.545
H32 2.731 -2.887 -1.991
H33 4.073 0.199 3.838
H34 -3.046 -0.934 3.766
H35 0.038 1.150 2.796
H36 -0.416 1.763 5.123
H37 -0.537 4.094 -0.773
H38 -2.134 -2.911 -1.122
H39 -6.060 4.264 3.932
H40 0.166 -4.783 -5.467
H41 2.960 0.542 -1.051
H42 0.656 -2.908 1.259
H43 4.603 0.334 -1.726
H44 1.807 -5.519 -2.986
H45 -0.734 -5.014 0.551
H46 -3.919 1.498 -2.420

Atoms 1-6, force components in eV/Å:
2.141 1.496 1.115
-0.050 -0.011 0.054
0.045 0.102 0.008
0.486 -0.507 -0.017
-0.471 -0.534 -0.787
0.837 -0.339 -0.163


Here is a cluster of 11 separate species, C47H101N14O12P3 in total from the OMol25 dataset. Energies are from wB97M-V/def2-TZVPD.

HOMO-LUMO gap (spin up / spin down) = 8.0 / 3.5 eV
2S+1 = 2
E_HOMO (spin up / spin down) = -10.139 / -10.139 eV
strongest force on any atom = 5.3 eV/Å
net charge = +1
<S²> = 0.762

Element x y z (Å)
P1 3.980 2.204 -2.993
P2 -0.321 0.125 0.887
P3 3.341 -5.071 -1.711
O1 -3.457 -6.058 1.073
O2 -5.500 0.000 -1.224
O3 -2.669 -4.148 0.381
O4 5.363 2.800 -3.239
O5 3.666 -3.744 -1.122
O6 -1.213 -5.817 0.492
O7 -5.943 -2.276 -1.458
O8 0.992 0.777 1.078
O9 -1.989 1.385 -8.695
O10 -1.431 2.709 -6.958
O11 -2.946 1.234 -6.696
O12 -7.385 -0.565 -2.236
N1 4.804 3.032 4.613
N2 2.129 -5.230 -2.943
N3 2.910 -6.260 -0.543
N4 3.829 0.510 -3.123
N5 -3.278 -1.638 6.623
N6 -1.148 0.521 -0.576
N7 -1.412 0.506 2.156
N8 3.168 2.588 -1.540
N9 -3.288 4.031 -3.101
N10 4.738 -5.683 -2.580
N11 4.464 -0.236 3.699
N12 -0.245 -1.638 0.864
N13 -5.044 1.659 4.552
N14 2.800 2.746 -4.216
C1 -4.370 6.363 -3.411
C2 -2.431 -1.144 6.087
C3 -6.229 -1.076 -1.678
C4 0.481 -2.106 6.273
C5 -6.038 1.195 -1.740
C6 3.899 -1.197 1.312
C7 -1.834 2.973 -5.660
C8 -0.027 -2.418 2.065
C9 -1.135 1.827 -1.158
C10 -1.517 1.889 2.690
C11 -3.984 3.761 5.747
C12 0.225 -2.275 -0.358
C13 3.721 1.920 -0.393
C14 2.467 2.034 5.325
C15 -1.277 -0.502 5.474
C16 -3.158 7.501 -1.367
C17 -2.359 -5.384 0.629
C18 -6.064 5.071 6.618
C19 4.144 -0.629 2.645
C20 3.341 3.011 -5.558
C21 -2.647 -0.289 2.358
C22 3.784 2.606 4.911
C23 -4.494 7.178 -2.088
C24 -2.367 -0.270 -0.917
C25 1.280 -4.077 -3.344
C26 4.743 -0.158 -3.966
C27 -4.566 2.601 5.062
C28 1.331 4.238 6.014
C29 -2.134 1.715 -7.537
C30 2.681 -0.297 -2.695
C31 5.158 -1.751 0.700
C32 2.705 -7.677 -0.880
C33 -4.046 -3.961 0.663
C34 5.914 -6.265 -1.998
C35 1.994 -6.377 -3.873
C36 -4.827 4.998 5.658
C37 -4.512 -5.200 1.328
C38 -2.755 1.809 -5.420
C39 2.494 3.869 -1.357
C40 -3.747 5.093 -3.209
C41 1.774 2.840 6.462
C42 6.428 -0.849 0.945
C43 5.130 -5.058 -3.873
C44 2.094 -5.796 0.573
C45 -7.439 0.800 -2.116
C46 1.424 2.399 -4.191
C47 0.034 -0.665 6.274
H1 -2.681 0.013 -1.922
H2 -2.772 6.556 -0.985
H3 1.748 3.706 -0.579
H4 2.253 4.405 -2.274
H5 4.475 -0.095 -5.020
H6 -3.871 6.998 -4.144
H7 4.552 2.534 -0.045
H8 -0.251 -2.777 6.722
H9 5.337 -2.763 1.063
H10 3.063 2.258 -6.295
H11 -3.407 8.103 -0.493
H12 1.994 -6.575 1.329
H13 2.197 4.879 5.849
H14 -3.033 3.961 5.254
H15 5.934 -5.691 -4.247
H16 0.736 -2.361 5.245
H17 -1.578 0.538 5.345
H18 5.048 -1.871 -0.378
H19 -5.421 -5.472 0.793
H20 5.626 -6.633 -1.014
H21 -5.113 6.638 -1.372
H22 -2.132 -1.334 -0.895
H23 -2.106 2.098 3.583
H24 1.846 1.951 4.434
H25 -3.673 2.228 -5.008
H26 -3.489 0.230 1.900
H27 1.885 0.376 -2.376
H28 1.377 -2.137 6.893
H29 1.313 1.591 -4.914
H30 -5.786 4.867 7.652
H31 -0.123 2.183 -1.354
H32 0.831 3.271 -4.467
H33 -6.510 6.065 6.632
H34 -4.362 -3.112 1.269
H35 2.391 -4.839 1.002
H36 0.414 -1.758 2.812
H37 2.454 2.846 7.314
H38 6.273 0.216 0.773
H39 -1.108 -0.890 4.469
H40 -0.944 3.031 -5.034
H41 5.420 -4.023 -3.696
H42 0.831 4.305 5.048
H43 -1.724 1.753 -2.072
H44 1.194 -3.339 -2.547
H45 3.193 4.546 -0.866
H46 -1.022 -2.755 2.353
H47 -5.528 1.530 -2.643
H48 1.060 -5.678 0.248
H49 -0.510 2.096 3.053
H50 -4.985 8.116 -2.345
H51 1.818 -3.403 -4.011
H52 6.562 -5.434 -1.719
H53 6.908 -0.971 1.916
H54 -4.277 5.904 5.913
H55 3.540 -0.363 0.708
H56 2.742 1.018 5.609
H57 -1.626 2.592 -0.558
H58 0.814 -0.106 5.755
H59 2.933 3.952 -5.927
H60 2.255 -0.996 -3.415
H61 3.554 -8.084 -1.428
H62 0.017 -0.202 7.260
H63 0.586 -3.307 1.919
H64 2.920 -0.913 -1.828
H65 7.257 -1.134 0.296
H66 1.265 -2.595 -0.299
H67 -5.369 6.082 -3.746
H68 -8.157 1.036 -1.331
H69 0.663 4.748 6.708
H70 0.329 -4.396 -3.772
H71 -2.593 -1.337 2.064
H72 2.736 -7.165 -3.745
H73 -2.286 1.132 -4.708
H74 -0.347 -3.177 -0.577
H75 4.309 -5.163 -4.582
H76 0.929 2.223 6.767
H77 -7.708 1.309 -3.042
H78 -6.809 4.308 6.393
H79 1.816 -7.805 -1.497
H80 1.088 2.089 -3.202
H81 -5.078 5.248 4.627
H82 -2.873 -0.397 3.419
H83 -6.066 2.013 -1.020
H84 -4.527 -3.791 -0.300
H85 2.653 -8.321 -0.002
H86 2.167 -6.068 -4.904
H87 -3.153 -0.068 -0.190
H88 4.926 -1.191 -3.672
H89 4.417 3.118 -5.426
H90 -1.780 2.625 1.931
H91 2.978 1.987 0.401
H92 -4.738 -5.018 2.379
H93 6.487 -7.002 -2.562
H94 -2.456 8.039 -2.005
H95 0.181 -1.556 -1.176
H96 5.673 0.406 -4.032
H97 4.100 0.927 -0.637
H98 -2.455 3.869 -5.667
H99 -3.859 3.451 6.785
H100 0.996 -6.793 -3.739
H101 3.017 -1.836 1.335

Atoms 1-6, force components in eV/Å:
0.558 2.425 1.665
-1.321 -1.693 0.343
1.197 -2.928 -1.396
1.780 -1.917 0.076
0.425 -1.281 -0.127
-0.121 2.083 0.379


Here is a cluster of 3 separate species, C2H10O2S2 in total from the OMol25 dataset. Energies are from wB97M-V/def2-TZVPD.

HOMO-LUMO gap = 8.9 eV
2S+1 = 1
E_HOMO = -8.523 eV
strongest force on any atom = 1.1 eV/Å
net charge = 0
SMILES = CSSC.O.O

Element x y z (Å)
S1 1.192 -0.532 -3.554
S2 -0.350 0.098 -2.321
O1 1.586 -0.236 2.694
O2 -3.827 3.448 4.403
C1 2.589 -0.116 -2.438
C2 -1.095 -1.511 -1.901
H1 -3.823 2.693 3.812
H2 0.656 -0.434 2.812
H3 -2.040 -1.606 -2.417
H4 2.525 -0.797 -1.596
H5 2.041 -0.724 3.390
H6 2.444 0.914 -2.142
H7 3.530 -0.301 -2.936
H8 -1.229 -1.631 -0.827
H9 -0.451 -2.320 -2.237
H10 -3.750 3.056 5.257

Atoms 1-6, force components in eV/Å:
0.121 0.545 0.264
0.188 -0.542 -0.369
0.259 -0.020 0.032
-0.075 0.333 -0.843
-0.773 -0.680 -0.039
0.043 -0.152 0.098


Here is a cluster of 2 separate species, C3H10NO in total from the OMol25 dataset. Energies are from wB97M-V/def2-TZVPD.

HOMO-LUMO gap = 12.5 eV
2S+1 = 1
E_HOMO = -16.046 eV
strongest force on any atom = 4.9 eV/Å
net charge = +1

Element x y z (Å)
O1 1.103 1.557 0.064
N1 -0.315 -0.356 -0.188
C1 -1.492 0.430 -0.589
C2 1.061 0.401 -0.567
C3 -0.256 -0.650 1.217
H1 -0.116 0.243 1.761
H2 -0.386 -1.267 -0.571
H3 1.069 0.519 -1.675
H4 -1.717 0.467 -1.633
H5 -1.524 1.409 -0.209
H6 -2.376 0.015 -0.093
H7 -1.141 -1.216 1.442
H8 0.635 -1.282 1.253
H9 2.128 -0.682 -0.220
H10 1.424 1.605 0.940

Atoms 1-6, force components in eV/Å:
-0.533 0.942 -1.548
1.028 2.247 -1.021
-1.798 -0.785 0.639
1.869 -4.498 -0.261
0.630 -1.295 0.098
-0.203 0.760 0.897


Result set for electronic energy: -9593.3052 -4544.6957 -1029.0323 -249.9519 Ha, one per record in the order listed.